[1]
DFT (the ωB97M-V functional and the def2-TZVPD basis) results for 2 unconnected molecules or ions with the total composition C5H11O2 at a distorted geometry.

Bonds (Å) are listed after each position.
Element x y z (Å)
1 H 2.05706 -2.90940 0.13330  C16 1.062
2 H -0.93081 -0.15272 0.38820  C7 1.067
3 H 0.72433 -0.61931 -1.43059  C5 1.108
4 H -0.75024 0.83461 1.94026  C7 1.146
5 C 0.87673 -1.67444 -1.12892  H3 1.108, H6 1.189, C16 1.501, H18 1.106
6 H 1.33296 -2.14537 -2.12024  C5 1.189
7 C -1.33702 0.64069 0.97547  H2 1.067, H4 1.146, H9 1.077, C17 1.535
8 O 0.66186 3.16895 0.72472  C14 1.243
9 H -2.36115 0.42754 1.23133  C7 1.077
10 H -1.84589 2.63079 0.68796  C17 1.106
11 H -1.66593 1.62230 -0.88095  C17 1.110
12 H 1.70557 -1.26521 0.77259  C16 1.093
13 O 0.83586 1.69666 -0.99077  C14 1.251
14 C 0.24347 2.32260 -0.08455  O8 1.243, O13 1.251, C17 1.560
15 H 0.54425 -2.49013 0.84964  C16 1.070
16 C 1.33606 -2.13480 0.22374  H1 1.062, C5 1.501, H12 1.093, H15 1.070
17 C -1.24730 1.90399 0.10805  C7 1.535, H10 1.106, H11 1.110, C14 1.560
18 H -0.17979 -1.85675 -1.39924  C5 1.106

Computed properties:
- HOMO: -3.92 eV
- Relative energy (zero: lowest compared OMol25 entry of this formula, charge and spin): 0.978 eV
- Frontier orbital gap: 7.8 eV
- Total charge: -1
- Energy: -347.6137 a.u.

=====

[2]
DFT (the ωB97M-V functional and the def2-TZVPD basis) results for C4H7NO in the gas phase at a distorted geometry.

Bonds (Å) are listed after each position.
Element x y z (Å)
1 C -0.25721 -1.14432 -1.59745  H2 1.096, C3 1.510, H10 1.092, H12 1.097
2 H -0.07182 -0.30342 -2.27557  C1 1.096
3 C -0.45485 -0.65159 -0.18352  C1 1.510, O5 1.217, C8 1.507
4 C 0.15723 1.56618 1.12973  N6 1.412, C8 1.534, H9 1.094, H11 1.126
5 O -1.37654 -1.02011 0.52105  C3 1.217
6 N 0.65852 0.43057 1.80282  C4 1.412, C8 1.462, H13 1.018
7 H 1.51488 0.35494 -0.18961  C8 1.085
8 C 0.57299 0.31328 0.34779  C3 1.507, C4 1.534, N6 1.462, H7 1.085
9 H 0.79644 2.44722 1.01568  C4 1.094
10 H -1.13202 -1.70744 -1.92909  C1 1.092
11 H -0.91984 1.61498 0.80600  C4 1.126
12 H 0.62610 -1.79382 -1.63948  C1 1.097
13 H -0.11389 -0.10647 2.19163  N6 1.018

Computed properties:
- HOMO: -9.91 eV
- Relative energy (zero: lowest compared OMol25 entry of this formula, charge and spin): 2.007 eV
- Frontier orbital gap: 10.9 eV
- SMILES string: CC(=O)[C@H]1CN1
- Total charge: 0
- Energy: -286.5579 a.u.

=====

- Which of these has the highest energy?
  C4H7NO